(1)
{"formula": "C3H6InO3", "method": "ωB97M-V/def2-TZVPD", "s_squared": 0.754, "homo_ev": [-19.73, -21.13], "total_charge": 2, "total_energy_ev": -14501.8362, "homo_lumo_gap_ha": [0.30474, 0.33004], "spin_multiplicity": 2, "fmax_ev_per_a": 3.62, "de_lowest_kj_mol": 18.3, "elements": ["C", "O", "C", "C", "O", "H", "H", "H", "H", "H", "In", "O", "H"], "xyz": [[0.005530, 0.888416, -1.536742], [-0.053283, 0.235944, -0.247519], [0.689669, 0.675427, 0.760909], [0.166951, 0.349620, 2.040172], [-0.774501, -0.481778, 2.123665], [-0.864204, 0.532652, -2.093981], [-0.037802, 1.970704, -1.381484], [0.930677, 0.578161, -2.032922], [1.441669, 1.440971, 0.570056], [0.496767, 0.922398, 2.915194], [-1.246855, -1.351684, 0.413829], [-0.780027, -2.802720, -0.519748], [0.025409, -2.958112, -1.011430]], "forces_ev_per_angstrom": [[0.4, 0.6, -1.6], [0.7, 0.4, 0.4], [0.0, 1.3, 0.4], [0.7, 0.9, -0.1], [-0.6, 0.1, 1.3], [0.2, 0.1, 0.1], [0.0, -0.3, -0.1], [-0.2, 0.1, 0.1], [0.0, -0.3, 0.0], [0.1, -0.5, 0.1], [-1.4, 0.6, 1.4], [-0.2, -3.2, -1.6], [0.4, 0.1, -0.4]]}

=====

(2)
{"formula": "C3H6KO4", "method": "ωB97M-V/def2-TZVPD", "s_squared": 0.759, "homo_ev": [-7.15, -8.09], "total_charge": 0, "total_energy_ev": -27719.8342, "homo_lumo_gap_ha": [0.22384, 0.25846], "spin_multiplicity": 2, "fmax_ev_per_a": 3.37, "de_lowest_kj_mol": 146.7, "elements": ["H", "O", "H", "C", "C", "O", "C", "O", "O", "H", "H", "H", "H", "K"], "xyz": [[4.471751, -7.224529, 2.356827], [2.995538, -7.561954, 1.899456], [3.269869, -8.438602, 1.616623], [1.393967, -7.328519, 1.236101], [0.759456, -6.087937, 1.803182], [-0.519173, -5.928577, 1.198827], [-1.258724, -4.863824, 1.547394], [-0.849209, -4.068181, 2.428443], [-2.268984, -4.632889, 0.837860], [1.543466, -7.274031, 0.148935], [0.830079, -8.236021, 1.492038], [1.384482, -5.203643, 1.598352], [0.650415, -6.174138, 2.894645], [-3.429793, -2.261402, 2.218954]], "forces_ev_per_angstrom": [[0.2, 0.1, 0.1], [-3.1, 1.0, -0.9], [-0.3, -0.3, -0.2], [1.8, -1.1, 0.1], [0.5, 0.7, 0.9], [0.6, -1.5, -0.4], [-0.7, 3.0, -0.3], [0.2, -0.5, 0.6], [-0.5, -0.6, 0.1], [0.1, 0.0, 0.5], [0.4, 0.3, 0.0], [-0.2, -0.3, 0.1], [0.1, 0.1, -0.3], [0.8, -1.0, -0.3]]}

=====

(3)
{"formula": "C3H6LaMgO4S", "method": "ωB97M-V/def2-TZVPD", "homo_ev": -12.11, "total_charge": 1, "total_energy_ev": -28530.1336, "homo_lumo_gap_ha": 0.27274, "fmax_ev_per_a": 9.41, "de_lowest_kj_mol": 0.0, "elements": ["Mg", "S", "O", "O", "O", "C", "C", "O", "C", "La", "H", "H", "H", "H", "H", "H"], "xyz": [[-0.878422, -1.586122, -0.265596], [-2.100414, -0.260426, -2.602958], [-2.282633, 1.124745, -1.719701], [-2.305269, -1.515601, -1.594288], [0.879281, -1.121232, -0.962966], [1.796944, -0.548422, -0.097882], [1.324765, 0.466490, 0.945754], [0.013630, 0.972413, 0.706236], [-1.079525, 0.040665, 1.151988], [-0.590245, 1.749180, -1.397498], [2.492131, 0.012874, -0.758728], [2.311280, -1.347857, 0.473487], [1.968583, 1.358128, 0.897934], [1.344604, 0.032891, 1.956787], [-1.972490, 0.680657, 1.029558], [-0.922221, -0.058383, 2.237871]], "forces_ev_per_angstrom": [[0.2, 0.0, -0.2], [-0.4, -2.9, 0.4], [-9.1, -2.1, -0.9], [0.7, 2.1, -1.3], [-1.9, 0.7, 0.4], [1.1, -0.4, -0.8], [0.0, 0.3, 0.7], [0.0, 0.3, 0.2], [-0.2, -0.1, 0.3], [9.0, 2.5, 1.1], [0.4, -0.5, 0.5], [0.3, 0.5, -0.4], [0.0, -0.4, 0.4], [0.0, 0.4, -0.2], [0.1, -0.3, 0.2], [-0.2, 0.0, -0.3]]}

=====

(4)
{"formula": "C3H6N", "method": "ωB97M-V/def2-TZVPD", "homo_ev": -14.48, "total_charge": 1, "total_energy_ev": -4685.0056, "homo_lumo_gap_ha": 0.31848, "fmax_ev_per_a": 4.71, "de_lowest_kj_mol": 493.1, "elements": ["C", "C", "C", "N", "H", "H", "H", "H", "H", "H"], "xyz": [[1.796492, -0.284815, -1.951270], [0.713755, -0.191377, -1.420929], [-1.012452, -0.225468, 0.119114], [-0.445938, 0.488558, 1.261043], [2.617869, -0.358959, -2.595429], [-1.026684, -1.363704, 0.213373], [-1.968178, 0.160544, -0.349999], [-0.915966, 0.226953, 2.090436], [-0.176494, 1.512726, 1.173509], [0.417597, 0.035542, 1.460152]], "forces_ev_per_angstrom": [[-1.7, 0.1, 0.6], [-2.6, 0.1, 2.9], [1.5, -1.5, -4.2], [1.2, 0.7, -1.0], [0.8, 0.0, -0.4], [0.2, 1.9, 0.3], [1.6, 0.0, 0.6], [-1.6, 0.5, 1.5], [-1.1, -1.2, -0.1], [1.7, -0.5, -0.2]]}

=====

(5)
{"formula": "C3H6N", "method": "ωB97M-V/def2-TZVPD", "homo_ev": -15.18, "total_charge": 1, "total_energy_ev": -4688.3470, "homo_lumo_gap_ha": 0.40644, "smiles": "C#CC[NH3+]", "fmax_ev_per_a": 5.71, "de_lowest_kj_mol": 170.8, "elements": ["C", "C", "C", "N", "H", "H", "H", "H", "H", "H"], "xyz": [[-0.856603, 0.581181, 1.931210], [-0.188508, 0.123917, 1.066141], [0.651657, -0.356186, 0.072810], [-0.001398, -0.067185, -1.271177], [-1.694453, 0.951074, 2.478741], [1.109939, -1.531002, 0.105628], [1.570923, 0.288384, 0.068777], [0.341779, 0.687703, -1.829364], [-0.856897, 0.316697, -0.886850], [-0.076438, -0.994583, -1.735916]], "forces_ev_per_angstrom": [[-1.7, 0.5, 0.3], [-0.2, -0.5, 1.2], [5.2, -1.9, -1.5], [-0.8, -1.7, 1.1], [0.3, 0.1, 0.5], [-1.8, 3.3, 0.0], [-0.5, -0.8, 0.1], [1.1, 0.2, -0.7], [-1.3, -0.4, -0.8], [-0.5, 1.2, -0.3]]}

=====

(6)
{"formula": "C3H6N", "method": "ωB97M-V/def2-TZVPD", "homo_ev": -15.66, "total_charge": 1, "total_energy_ev": -4685.7501, "homo_lumo_gap_ha": 0.35903, "smiles": "C[NH+]1C=C1", "fmax_ev_per_a": 12.77, "de_lowest_kj_mol": 421.3, "elements": ["C", "N", "C", "C", "H", "H", "H", "H", "H", "H"], "xyz": [[-1.208878, 0.046230, -0.144370], [0.117398, -0.081470, 0.436767], [1.255418, 0.726442, -0.028108], [1.221376, -0.792040, -0.256948], [-1.224338, 0.192670, -1.168209], [-1.632014, -0.940793, -0.020437], [-1.566834, 1.003591, 0.488089], [0.078382, -0.137633, 1.400592], [1.290500, 1.700888, -0.261953], [1.668992, -1.717881, -0.445425]], "forces_ev_per_angstrom": [[-0.8, 1.6, 3.3], [0.8, -0.3, -2.2], [-0.1, -12.7, -1.4], [0.5, 11.4, 1.7], [0.5, 0.9, -2.0], [-1.1, 0.2, 0.7], [-0.4, -2.5, -1.7], [-0.3, -0.5, 2.7], [0.6, 3.4, -0.8], [0.2, -1.4, -0.2]]}